Density functional theory data (ωB97M-V with the def2-TZVPD basis set) for a cluster of 2 separate species, C3H10N2S2 in total in a non-equilibrium geometry.

Results
Frontier orbital gap (alpha / beta): 0.2554 / 0.2552 Eh
Net charge: 0
2S+1: 1

```
17
Properties=species:S:1:pos:R:3:lowdin_charge:R:1
C 2.247 -0.106 -0.993 -0.26
C -1.528 0.135 -1.085 0.03
C 1.036 -0.047 -0.124 -1.18
N -2.586 -0.206 1.035 0.05
N -2.091 0.589 0.016 -0.15
S 0.613 -1.537 0.744 0.59
S 0.753 1.463 0.761 0.61
H 2.147 -0.919 -1.713 0.06
H 3.165 -0.279 -0.417 0.06
H 2.361 0.837 -1.530 0.05
H -1.234 0.822 -1.851 0.09
H -1.518 -0.925 -1.271 0.08
H -2.357 -1.179 0.843 0.07
H -2.161 0.051 1.923 0.09
H -2.070 1.580 0.224 0.13
H 1.618 -1.663 1.641 -0.16
H 1.604 1.382 1.797 -0.16
```

=====

Density functional theory data (ωB97M-V with the def2-TZVPD basis set) for a cluster of 2 separate species, C3H10N3 in total in a non-equilibrium geometry.

Results
Frontier orbital gap: 0.3275 Eh
Net charge: +1
2S+1: 1

```
16
Properties=species:S:1:pos:R:3:lowdin_charge:R:1
C -3.000 0.640 -0.177 0.02
C -1.027 -0.739 0.562 -0.19
C -2.268 -0.452 -0.302 -0.18
N -0.048 -1.689 0.071 0.02
N 1.108 -1.578 -0.265 0.12
N 2.415 0.789 -0.117 0.06
H -3.994 0.736 -0.626 0.08
H -2.557 1.514 0.272 0.06
H -0.615 0.317 0.971 0.16
H -1.453 -1.322 1.474 0.16
H -2.583 -1.352 -0.891 0.12
H 1.757 -0.583 -0.126 0.11
H 1.509 -2.609 -0.434 0.21
H 2.028 1.714 -0.239 0.08
H 2.974 0.579 -0.968 0.09
H 3.022 0.662 0.702 0.09
```